# C22H29FN2O2

The molecule C22H29FN2O2 (the ωB97M-V functional and the def2-TZVPD basis, the OMol25 dataset).

Summary:
* SMILES string: COc1ccc(F)c(CN2CCN(CCc3ccccc3)[C@H](CCO)C2)c1
* calculated total energy: -1215.55213 Eh
* spin multiplicity: 1
* HOMO-LUMO gap: 9.2 eV
* HOMO energy: -0.3103 Eh
* largest force on an atom: 0.5 eV Å⁻¹
* LUMO energy: 0.774 eV

The geometry in XYZ format:
```
56
C22H29FN2O2 the ωB97M-V functional and the def2-TZVPD basis
C -6.26 -2.54 -0.49
H -7.15 -2.00 -0.15
O -5.09 -2.05 0.12
C -4.75 -0.74 -0.08
C -5.47 0.15 -0.87
C -5.03 1.46 -1.00
C -3.88 1.86 -0.35
C -3.14 0.99 0.44
C -3.60 -0.31 0.56
H -3.04 -1.01 1.17
C -1.89 1.44 1.15
N -0.92 0.37 1.24
C -0.33 0.07 -0.05
H -1.14 -0.13 -0.75
C 0.59 -1.16 0.04
N 1.66 -0.85 0.98
C 1.07 -0.53 2.27
C 0.15 0.68 2.17
H -0.28 0.89 3.15
H 0.74 1.55 1.84
H 1.87 -0.31 2.98
H 0.49 -1.39 2.66
C 2.69 -1.87 1.12
H 2.90 -2.30 0.14
C 4.01 -1.28 1.65
C 4.52 -0.22 0.71
C 4.10 1.10 0.84
C 4.52 2.06 -0.06
C 5.36 1.71 -1.10
C 5.78 0.40 -1.24
C 5.36 -0.56 -0.34
H 5.69 -1.58 -0.46
H 6.43 0.13 -2.06
H 5.69 2.47 -1.81
H 4.19 3.08 0.05
H 3.45 1.37 1.65
H 4.73 -2.09 1.73
H 3.86 -0.86 2.64
H 2.36 -2.68 1.79
C 1.06 -1.53 -1.36
H 1.57 -2.50 -1.35
H 0.18 -1.64 -2.00
C 2.02 -0.51 -1.99
O 2.69 -1.05 -3.11
H 2.04 -1.30 -3.77
H 1.48 0.40 -2.28
H 2.80 -0.25 -1.28
H -0.03 -2.00 0.43
H 0.26 0.93 -0.42
H -1.49 2.34 0.65
H -2.17 1.73 2.17
F -3.46 3.14 -0.50
H -5.57 2.17 -1.60
H -6.37 -0.15 -1.38
H -6.33 -3.59 -0.19
H -6.20 -2.49 -1.58
```

Atomic partial charges in e from the Löwdin method, atoms 1 to 4: -0.09 0.10 -0.09 -0.27


# C22H29N3O3

The molecule C22H29N3O3 (the ωB97M-V functional and the def2-TZVPD basis, the OMol25 dataset).

Summary:
* SMILES string: O=C(CCN1CCN(CCO)CC1)Nc1ccc(OCc2ccccc2)cc1
* calculated total energy: -1245.70726 Eh
* spin multiplicity: 1
* HOMO-LUMO gap: 8.6 eV
* HOMO energy: -0.2918 Eh
* largest force on an atom: 0.6 eV Å⁻¹
* LUMO energy: 0.622 eV

The geometry in XYZ format:
```
57
C22H29N3O3 the ωB97M-V functional and the def2-TZVPD basis
O 0.19 -4.08 -0.64
C -0.28 -2.97 -0.65
N 0.40 -1.83 -0.33
C 1.72 -1.68 0.10
C 2.19 -0.40 0.36
C 3.49 -0.18 0.78
C 4.35 -1.25 0.96
C 3.88 -2.54 0.70
C 2.59 -2.76 0.27
H 2.24 -3.76 0.07
H 4.56 -3.37 0.84
O 5.64 -1.16 1.38
C 6.18 0.11 1.68
C 6.34 1.01 0.47
C 6.49 0.46 -0.80
C 6.66 1.29 -1.89
C 6.68 2.67 -1.73
C 6.54 3.21 -0.46
C 6.37 2.38 0.63
H 6.25 2.81 1.62
H 6.56 4.28 -0.33
H 6.81 3.31 -2.59
H 6.77 0.86 -2.88
H 6.47 -0.61 -0.92
H 5.58 0.61 2.45
H 7.16 -0.11 2.10
H 3.81 0.84 0.96
H 1.53 0.45 0.22
H -0.12 -0.97 -0.39
C -1.73 -2.67 -1.02
C -2.52 -2.16 0.19
N -3.19 -0.91 -0.11
C -3.59 -0.19 1.08
C -4.18 1.16 0.69
N -5.34 0.97 -0.16
C -4.94 0.25 -1.35
C -4.35 -1.10 -0.96
H -4.05 -1.64 -1.86
H -5.13 -1.69 -0.44
H -5.81 0.09 -1.99
H -4.18 0.81 -1.93
C -6.05 2.21 -0.45
H -6.67 2.04 -1.33
C -6.97 2.55 0.73
O -7.79 1.46 1.05
H -7.23 0.67 0.97
H -7.63 3.38 0.47
H -6.37 2.85 1.61
H -5.37 3.05 -0.65
H -4.48 1.70 1.59
H -3.41 1.76 0.17
H -2.72 -0.03 1.72
H -4.35 -0.75 1.66
H -3.24 -2.93 0.53
H -1.84 -1.98 1.03
H -1.74 -1.91 -1.80
H -2.16 -3.59 -1.42
```

Atomic partial charges in e from the Löwdin method, atoms 1 to 4: 0.07 -0.48 0.12 -0.22


# C22H29N3O4

The molecule C22H29N3O4 (the ωB97M-V functional and the def2-TZVPD basis, the OMol25 dataset).

Summary:
* SMILES string: CCO[C@H]1OC(C(=O)NCc2nc3ccccc3[nH]2)=C[C@@H](C2CC2)[C@@H]1CCCO
* calculated total energy: -1320.95842 Eh
* spin multiplicity: 1
* HOMO-LUMO gap: 8.9 eV
* HOMO energy: -0.3068 Eh
* largest force on an atom: 0.9 eV Å⁻¹
* LUMO energy: 0.582 eV

The geometry in XYZ format:
```
58
C22H29N3O4 the ωB97M-V functional and the def2-TZVPD basis
C -3.78 -3.31 2.23
C -2.90 -2.07 2.27
H -1.84 -2.35 2.29
H -3.12 -1.46 3.16
O -3.16 -1.30 1.10
C -2.47 -0.10 1.02
C -3.00 0.70 -0.18
C -2.41 2.11 -0.17
C -3.08 3.07 0.82
C -4.45 3.54 0.34
O -5.09 4.38 1.27
H -4.52 5.14 1.45
H -5.13 2.70 0.21
H -4.35 4.05 -0.63
H -3.19 2.59 1.79
H -2.44 3.95 0.95
H -2.49 2.54 -1.17
H -1.34 2.04 0.07
H -4.09 0.75 -0.07
C -2.67 -0.05 -1.48
C -1.32 -0.68 -1.40
C -0.63 -0.77 -0.26
O -1.08 -0.30 0.95
C 0.73 -1.38 -0.22
O 1.29 -1.79 -1.23
N 1.28 -1.44 1.01
H 0.80 -0.95 1.76
C 2.61 -1.95 1.23
C 3.66 -0.99 0.77
N 4.48 -0.33 1.53
C 5.24 0.43 0.67
C 6.27 1.32 0.93
C 6.85 1.96 -0.14
C 6.43 1.73 -1.45
C 5.40 0.85 -1.74
C 4.82 0.20 -0.66
N 3.81 -0.72 -0.56
H 3.22 -1.10 -1.29
H 5.07 0.67 -2.75
H 6.91 2.26 -2.26
H 7.66 2.66 0.02
H 6.60 1.50 1.94
H 2.71 -2.89 0.67
H 2.75 -2.14 2.30
H -0.89 -1.10 -2.29
C -3.72 -1.10 -1.82
C -4.97 -0.68 -2.52
C -3.94 -1.49 -3.24
H -4.16 -2.53 -3.47
H -3.35 -1.00 -4.01
H -5.09 0.36 -2.79
H -5.90 -1.16 -2.24
H -3.80 -1.87 -1.06
H -2.66 0.67 -2.31
H -2.60 0.47 1.96
H -3.60 -3.90 3.12
H -4.82 -3.02 2.19
H -3.54 -3.90 1.35
```

Atomic partial charges in e from the Löwdin method, atoms 1 to 4: -0.06 -0.24 0.12 0.13


# C22H29N3O5

The molecule C22H29N3O5 (the ωB97M-V functional and the def2-TZVPD basis, the OMol25 dataset).

Summary:
* SMILES string: COc1ccc([C@@]2(C)NC(=O)N(CC(=O)NCCC3=CCCCC3)C2=O)cc1OC
* calculated total energy: -1396.24471 Eh
* spin multiplicity: 1
* HOMO-LUMO gap: 8.9 eV
* HOMO energy: -0.3052 Eh
* largest force on an atom: 0.6 eV Å⁻¹
* LUMO energy: 0.607 eV

The geometry in XYZ format:
```
59
C22H29N3O5 the ωB97M-V functional and the def2-TZVPD basis
C 5.29 -3.12 4.85
H 4.71 -2.57 5.60
O 4.50 -3.50 3.75
C 3.90 -2.51 3.00
C 4.07 -1.16 3.26
C 3.47 -0.19 2.47
C 2.68 -0.56 1.40
C 2.49 -1.90 1.15
C 3.08 -2.90 1.93
O 2.78 -4.16 1.51
C 3.17 -5.29 2.26
H 4.25 -5.41 2.29
H 2.78 -5.25 3.28
H 2.73 -6.14 1.73
H 1.86 -2.24 0.34
C 2.04 0.51 0.54
N 1.14 -0.02 -0.46
C -0.14 0.35 -0.27
O -1.10 0.04 -0.95
N -0.18 1.16 0.86
C 1.07 1.33 1.40
O 1.33 1.98 2.38
C -1.38 1.75 1.41
H -1.14 2.07 2.43
H -2.16 0.98 1.42
C -1.88 2.97 0.62
O -1.97 4.07 1.12
N -2.19 2.68 -0.65
H -2.15 1.72 -0.98
C -2.76 3.64 -1.57
H -2.84 4.59 -1.04
H -2.09 3.77 -2.42
C -4.14 3.17 -2.06
C -4.04 1.79 -2.65
C -4.34 0.70 -1.94
C -4.19 -0.70 -2.43
C -3.98 -0.75 -3.94
C -2.96 0.31 -4.34
C -3.52 1.69 -4.05
H -4.34 1.91 -4.75
H -2.75 2.45 -4.22
H -2.71 0.22 -5.40
H -2.05 0.16 -3.76
H -4.93 -0.55 -4.45
H -3.64 -1.74 -4.24
H -3.31 -1.13 -1.93
H -5.06 -1.29 -2.14
H -4.71 0.81 -0.93
H -4.83 3.16 -1.21
H -4.51 3.88 -2.80
H 1.44 -0.59 -1.23
C 3.09 1.43 -0.10
H 3.81 0.83 -0.66
H 2.61 2.14 -0.77
H 3.61 1.98 0.67
H 3.61 0.85 2.72
H 4.68 -0.84 4.09
H 6.16 -2.53 4.54
H 5.64 -4.06 5.29
```

Atomic partial charges in e from the Löwdin method, atoms 1 to 4: -0.08 0.10 -0.11 -0.19